Entry 1:
9
Properties=species:S:1:pos:R:3:forces:R:3:mulliken_charge:R:1 method="wB97M-V/def2-TZVPD" relative_energy_ev=2.055 homo_energy_ev="-9.31 / -9.31" charge=0 e_tot_ev=-29572.660 orbital_gap_ev="8.9 / 8.9"
C -2.1385 -0.2736 -0.6128 1.422 1.055 0.646 -0.12
S 1.8593 1.3610 0.7815 -0.108 -1.108 -1.111 0.38
O 2.2444 1.8476 -0.5788 -0.128 -0.658 1.379 -0.50
H 0.9932 -0.6379 1.6651 0.031 -0.149 0.928 0.36
C 1.5944 -0.2785 0.8653 -0.021 2.243 -0.686 -0.15
O -1.6289 -0.1558 0.4773 -0.448 -0.397 -0.045 -0.36
H -1.5163 0.1507 -1.4505 -1.024 -0.632 -0.127 0.23
H -3.1498 -0.6960 -0.7056 0.091 -0.041 -0.460 0.26
Cl 1.7421 -1.3173 -0.4415 0.185 -0.315 -0.524 -0.10


Entry 2:
7
Properties=species:S:1:pos:R:3:forces:R:3:mulliken_charge:R:1 method="wB97M-V/def2-TZVPD" relative_energy_ev=1.161 homo_energy_ev=-9.56 charge=0 e_tot_ev=-18044.692 orbital_gap_ev=9.4
S -0.1451 1.2494 -0.5421 0.202 -0.142 0.021 0.44
O -1.2994 2.1395 -0.3994 0.106 -1.105 -0.294 -0.45
H 1.6076 -1.0269 -0.0187 0.096 0.170 0.614 0.33
C -0.1106 -0.4579 0.2582 -1.219 1.758 0.878 0.26
O -0.1992 -0.5630 -1.0835 -1.122 0.690 0.345 -0.49
O 1.0951 -0.7379 0.7644 1.086 -1.194 -0.117 -0.45
H -0.9485 -0.6031 1.0211 0.850 -0.176 -1.447 0.35


Entry 3:
12
Properties=species:S:1:pos:R:3:forces:R:3:mulliken_charge:R:1 method="wB97M-V/def2-TZVPD" relative_energy_ev=4.493 homo_energy_ev=-9.87 charge=0 e_tot_ev=-11179.476 orbital_gap_ev=10.0
N -1.7552 -1.3799 0.0388 -0.888 -2.175 -0.821 -0.34
C 1.3394 0.3503 0.2192 5.331 1.244 -1.245 0.16
N 0.0237 -0.1254 -0.0321 3.537 -2.667 0.329 0.03
O -0.9538 1.9660 -0.0421 -2.241 -1.134 -0.756 -0.51
H -1.8953 2.3384 -0.1411 1.960 -0.934 0.232 0.36
H 1.3426 1.5166 0.7739 -0.033 -3.839 -1.750 0.26
H 2.9425 -1.1766 -0.7812 -2.653 4.105 2.312 0.29
H 0.0489 -2.4217 0.4191 -0.781 2.771 -1.500 0.29
N 2.5949 -0.0805 -0.1788 -3.690 -1.419 0.369 -0.56
N -2.1378 -0.1267 -0.1534 -1.386 2.081 0.083 -0.44
C -0.4885 -1.4349 0.0037 2.698 -3.119 2.383 -0.06
C -1.0613 0.5744 -0.1259 -1.854 5.086 0.364 0.51


Entry 4:
26
Properties=species:S:1:pos:R:3:forces:R:3:mulliken_charge:R:1 method="wB97M-V/def2-TZVPD" relative_energy_ev=4.236 homo_energy_ev=-8.85 charge=0 e_tot_ev=-31152.272 orbital_gap_ev=8.3
H -2.7370 1.7615 -0.6448 0.986 -0.850 -0.229 0.38
C 1.8073 -1.3179 0.4661 -2.737 -1.026 -0.759 0.27
C 3.2045 -0.9415 0.9568 -2.165 -2.080 3.049 -1.26
H -0.9789 -1.5988 2.1819 -1.420 -0.910 1.021 0.63
N 0.7950 -1.7497 1.4080 -0.215 1.402 -0.306 -0.59
O -3.2714 0.1394 -1.9263 0.443 1.611 2.018 -0.50
C -3.0506 0.7099 -0.5574 -2.073 -0.068 -0.774 -0.79
C -2.2609 -0.2881 0.2389 1.559 1.825 0.723 1.26
C -0.0802 1.0486 0.4747 2.120 1.025 0.764 -0.68
C -2.9132 -1.5213 0.5620 0.790 1.082 -0.899 -0.11
H 3.7740 -1.7726 1.4574 -0.134 0.046 -1.784 0.32
H 3.1121 -0.4582 1.9286 -0.621 1.004 -0.111 0.34
H 0.7836 1.2276 -1.3764 -1.250 0.468 1.530 0.37
O 2.3596 -0.9217 -1.7231 -1.036 2.539 -0.445 -0.48
H 3.6420 -0.3007 0.2860 1.620 1.007 -1.513 0.41
H 0.9406 0.6981 0.8499 -1.516 0.905 0.076 0.18
Cl -0.0796 -1.9054 -1.5544 0.922 0.070 0.132 -0.10
O 0.1573 1.7087 -0.7519 0.166 -0.655 -1.373 -0.55
N -3.3043 -2.5908 0.5818 -0.875 -1.370 0.406 -0.46
H 2.9186 -1.5595 -2.0780 1.288 -2.105 -0.994 0.34
C -0.9669 -0.1206 0.6372 -1.739 -1.297 -1.095 0.00
C 1.4319 -1.3507 -0.8550 1.281 -0.277 1.897 0.30
H -3.7302 -0.6707 -1.7327 -0.436 -0.730 -0.250 0.36
C -0.4066 -1.2335 1.3931 3.625 -0.612 0.244 -0.34
H -4.0292 0.8892 -0.0057 0.628 -0.701 -0.814 0.28
H -0.5415 1.8106 1.1572 0.790 -0.304 -0.516 0.43